[1]
The following is a DFT calculation (ωB97M-V/def2-TZVPD) of a structure of composition C23H36N4O4PtS at a distorted geometry.

Output
Charge   +2
Total energy   -1934.79234 a.u.
Gap between HOMO and LUMO (alpha / beta)   6.55 / 6.39 eV
Energy above the lowest of the compared OMol25 structures with the same formula, charge and spin   7.235 eV

Cartesian coordinates (Å):
Pt: -0.895129 -0.089563 -1.163246
N: -2.829793 -0.064390 -0.302231
C: -3.815243 -0.462805 -1.332913
C: -4.391547 -1.861563 -1.123227
C: -3.419469 -3.025870 -0.809426
C: -2.102613 -3.080290 -1.600579
N: -1.061410 -2.218522 -0.990559
H: -2.973421 -0.512936 0.596892
H: -2.917226 0.942600 -0.092297
H: -3.348488 -0.404640 -2.307678
H: -4.639381 0.253259 -1.337665
H: -4.947541 -2.117098 -2.027830
H: -5.130875 -1.822566 -0.318909
H: -3.966069 -3.950618 -0.997680
H: -3.195814 -3.033559 0.263927
H: -2.256601 -2.799718 -2.644505
H: -1.730690 -4.105976 -1.593000
H: -0.146030 -2.485704 -1.431224
H: -0.886831 -2.544165 -0.039586
O: 1.502823 2.361902 6.314175
C: 1.384570 1.271290 5.552884
O: 1.706609 0.200232 5.960584
C: 0.829800 1.448629 4.162198
C: 0.710885 0.300484 3.391733
C: 0.214847 0.361112 2.101753
C: -0.179895 1.563586 1.531718
C: -0.067821 2.713353 2.314162
C: 0.432394 2.659444 3.606432
N: -0.704419 1.552353 0.189241
C: -1.150388 2.644507 -0.334757
C: -1.705786 2.638672 -1.690547
C: -2.194667 3.801137 -2.260655
C: -2.717693 3.721661 -3.544594
C: -2.731045 2.497149 -4.193958
C: -2.218959 1.389003 -3.539369
N: -1.707842 1.436766 -2.306986
H: 1.222889 3.195537 5.926243
H: 1.006666 -0.658062 3.799021
H: 0.124600 -0.544991 1.528826
H: -0.364846 3.680621 1.934064
H: 0.491133 3.596248 4.144166
H: -1.148486 3.599767 0.180008
H: -2.173727 4.741706 -1.727298
H: -3.111636 4.603548 -4.033079
H: -3.130686 2.400692 -5.193508
H: -2.205805 0.414302 -4.011119
C: 4.594245 0.680100 -1.325282
C: 4.015123 0.669866 0.087836
C: 2.496802 0.810923 0.154693
S: 1.533339 -0.629714 -0.428239
O: 2.016625 -0.992826 -1.775481
C: 2.122294 -1.872562 0.776279
C: 3.143342 -2.827724 0.173581
C: 3.641318 -3.822312 1.218335
H: 5.681186 0.753076 -1.279746
H: 4.224999 1.533378 -1.897074
H: 4.353625 -0.231346 -1.869480
H: 4.440343 1.522150 0.625378
H: 4.356745 -0.221222 0.619623
H: 2.168781 1.667855 -0.441616
H: 2.199919 1.004970 1.173706
H: 1.238221 -2.438402 1.091850
H: 2.510317 -1.368654 1.660836
H: 3.993252 -2.280379 -0.235985
H: 2.696464 -3.375610 -0.658551
H: 4.129787 -3.308615 2.048669
H: 4.363252 -4.505331 0.773388
H: 2.818215 -4.416507 1.621107
O: -0.197537 -0.557636 -2.663429

Cartesian forces (eV/Å) of the 6 atoms listed first:
Pt -3.025 1.533 0.379
N -0.062 1.276 0.723
C -0.764 -0.612 0.002
C 0.084 -0.289 0.160
C 0.103 0.429 -0.111
C -0.775 -0.075 0.223

Atomic partial charges in e from the Mulliken method, atoms 1 to 8: 2.13, -0.53, -0.25, -0.96, -0.66, -0.86, -0.55, 0.31

***

[2]
The following is a DFT calculation (ωB97M-V/def2-TZVPD) of a structure of composition C23H36N6O6P2Ru at a distorted geometry.

Output
Charge   +2
<S²>   6.0626
Multiplicity   5
Total energy   -2455.20009 a.u.
Gap between HOMO and LUMO (alpha / beta)   7.30 / 5.09 eV
Energy above the lowest of the compared OMol25 structures with the same formula, charge and spin   0.060 eV

Cartesian coordinates (Å):
Ru: -1.143170 0.365222 0.746564
C: -3.417035 -3.483839 0.496120
O: -4.503485 -2.970374 -0.310454
C: -4.678406 -1.725973 -0.659875
C: -5.904842 -1.465219 -1.336821
C: -6.237554 -0.199387 -1.695724
C: -5.367072 0.875838 -1.373650
C: -4.162799 0.685605 -0.720651
C: -3.390197 1.861540 -0.410479
N: -2.246290 1.899832 0.208524
N: -1.777402 3.163536 0.478512
C: -0.722862 3.093840 1.222619
O: -0.277857 1.937579 1.644855
C: -0.015894 4.346419 1.540321
C: 1.105723 4.305281 2.366468
C: 1.813025 5.465382 2.639471
C: 1.394473 6.668455 2.090605
C: 0.265400 6.716295 1.282565
C: -0.442950 5.559925 1.006561
C: -3.747975 -0.632780 -0.374920
O: -2.611987 -0.901512 0.144617
H: -3.641447 -4.541880 0.582765
H: -3.444165 -2.998621 1.470410
H: -2.464525 -3.306004 0.006694
H: -6.549480 -2.310865 -1.526553
H: -7.168097 -0.000442 -2.205870
H: -5.649761 1.883016 -1.645645
H: -3.790842 2.836365 -0.668514
H: 1.399322 3.362990 2.810932
H: 2.681746 5.436579 3.281567
H: 1.943821 7.575324 2.302331
H: -0.064280 7.659309 0.872062
H: -1.323769 5.593403 0.382778
C: 1.647689 0.429310 -3.606357
N: 2.340981 -0.049270 -2.414463
C: 3.797025 -0.107776 -2.537303
P: 1.700084 -0.002158 -0.929484
O: 0.232368 0.327171 -1.016818
O: 1.904901 -1.529594 -0.341193
P: 0.832119 -2.246088 0.612426
O: 0.060315 -1.162178 1.329195
N: 1.660569 -3.109423 1.692208
C: 1.013414 -3.550891 2.928039
C: 2.886448 -3.834426 1.363647
N: -0.067554 -3.197233 -0.384807
C: 0.350430 -4.594130 -0.584565
C: -0.560935 -2.622938 -1.640909
N: 2.544204 0.872227 0.144812
C: 2.510698 2.324104 -0.030369
C: 3.637342 0.410492 0.991539
H: 2.090202 1.368315 -3.941478
H: 0.595492 0.590889 -3.387800
H: 1.739245 -0.305603 -4.406551
H: 4.223554 0.888306 -2.671099
H: 4.057988 -0.720229 -3.400172
H: 4.243950 -0.568507 -1.658633
H: 0.178104 -2.900658 3.173772
H: 1.737697 -3.495958 3.740731
H: 0.667330 -4.582298 2.839447
H: 3.291606 -3.503655 0.409419
H: 2.705177 -4.909787 1.318729
H: 3.626420 -3.640585 2.141055
H: 0.644652 -5.050864 0.354926
H: 1.170698 -4.673319 -1.302637
H: -0.501997 -5.150763 -0.974452
H: -1.058184 -1.664996 -1.478266
H: -1.277732 -3.319598 -2.078266
H: 0.257189 -2.470384 -2.356428
H: 1.654457 2.625842 -0.632486
H: 3.426029 2.680812 -0.508962
H: 2.420003 2.796088 0.946186
H: 3.679002 -0.673705 1.021151
H: 3.487241 0.778567 2.007285
H: 4.592394 0.790043 0.620724

Cartesian forces (eV/Å) of the 6 atoms listed first:
Ru 0.523 1.114 0.052
C -0.037 0.055 0.025
O -0.032 0.181 -0.192
C -0.139 0.066 0.050
C 0.307 -0.095 0.136
C 0.173 0.187 0.074

Atomic partial charges in e from the Mulliken method, atoms 1 to 8: 0.92, -0.38, -0.38, 0.49, -0.72, -0.78, -0.65, 0.26

***

[3]
The following is a DFT calculation (ωB97M-V/def2-TZVPD) of a structure of composition C23H37AsBrN3OTl.

Output
Charge   +3
Total energy   -6119.52854 a.u.
Gap between HOMO and LUMO   7.17 eV
Energy above the lowest of the compared OMol25 structures with the same formula, charge and spin   0.669 eV

Cartesian coordinates (Å):
Tl: 1.783795 2.599080 2.032248
C: 4.819991 1.638370 4.592157
C: 4.524341 2.608660 3.482742
C: 4.924100 2.339401 2.169637
C: 4.758064 3.274641 1.149377
C: 5.279432 3.002809 -0.233724
C: 4.132793 4.486286 1.450702
C: 3.715860 4.789249 2.750811
C: 3.129547 6.133632 3.079762
C: 3.914937 3.835703 3.752954
H: 4.123375 1.746836 5.423256
H: 5.819911 1.829049 4.986590
H: 4.800586 0.606235 4.243752
H: 5.415849 1.397409 1.951559
H: 6.334927 3.274403 -0.291751
H: 4.750612 3.589235 -0.983868
H: 5.202559 1.946329 -0.489971
H: 4.004556 5.227136 0.668908
H: 3.929028 6.832094 3.333799
H: 2.462804 6.078548 3.939931
H: 2.587178 6.557039 2.234795
H: 3.614220 4.067790 4.768652
C: -4.539627 -1.385613 -3.796515
N: -4.532553 -2.793284 -3.387022
C: -5.833120 -3.493863 -3.460334
C: -5.604474 -4.972732 -3.685357
C: -4.690094 -5.509241 -2.606675
N: -3.483129 -4.661777 -2.480298
C: -2.383569 -5.258329 -1.716362
C: -3.477910 -3.410932 -2.900488
O: -2.330664 -2.700531 -2.782283
H: -4.626085 -1.310548 -4.880972
H: -3.650855 -0.874997 -3.443999
H: -5.407549 -0.906496 -3.346817
H: -6.390603 -3.045340 -4.280101
H: -6.380303 -3.303899 -2.534431
H: -5.171906 -5.140467 -4.674047
H: -6.554713 -5.502993 -3.654764
H: -4.346860 -6.516505 -2.839849
H: -5.185663 -5.539524 -1.634142
H: -1.856117 -5.998461 -2.319839
H: -2.809321 -5.766191 -0.852347
H: -1.702554 -4.495098 -1.355618
C: -1.573116 -3.832680 -5.410393
As: -0.988738 -2.748900 -3.959627
C: -0.715903 -0.936352 -4.453415
C: 0.508218 -3.465282 -3.035098
H: -0.768081 -3.861925 -6.147029
H: -2.459759 -3.390526 -5.863163
H: -1.776645 -4.843274 -5.059300
H: 0.078657 -0.920613 -5.201836
H: -0.411540 -0.362636 -3.580006
H: -1.629064 -0.530056 -4.883504
H: 1.376667 -3.333507 -3.683441
H: 0.357956 -4.523936 -2.836813
H: 0.655290 -2.914008 -2.107699
Br: 1.333458 1.746550 8.104390
C: 0.785286 2.867341 6.703502
C: 0.093284 4.044094 6.947278
C: -0.275558 4.825974 5.864276
C: 0.064904 4.409986 4.588694
N: 0.736010 3.279025 4.357173
C: 1.083971 2.520567 5.397074
H: -0.149435 4.338950 7.959135
H: -0.818043 5.749713 6.007885
H: -0.205116 5.003809 3.723178
H: 1.626502 1.604579 5.188683

Cartesian forces (eV/Å) of the 6 atoms listed first:
Tl 0.134 0.109 0.152
C -0.004 -0.002 -0.001
C 0.002 0.002 -0.008
C 0.009 -0.002 0.006
C -0.011 0.010 0.003
C -0.002 0.002 0.001

Atomic partial charges in e from the Mulliken method, atoms 1 to 8: 0.79, -1.54, 0.85, -0.87, 0.99, -1.53, -0.91, 0.71

***

[4]
The following is a DFT calculation (ωB97M-V/def2-TZVPD) of a cluster of 6 separate species, C23H37Cl15FNO6 in total at a distorted geometry.

Output
Charge   0
Total energy   -8407.35708 a.u.
Gap between HOMO and LUMO   7.34 eV

Cartesian coordinates (Å):
C: -3.246071 6.146235 -0.819043
C: -2.134439 5.931281 0.283428
C: -1.718660 4.399398 0.234052
C: -0.451841 4.277108 1.138517
O: 0.103672 2.956292 1.217938
C: 0.715589 2.503628 0.027543
C: 1.435691 3.502523 -0.930144
C: 2.700225 2.926815 -1.659000
F: 0.607737 3.970116 -1.966975
C: 1.870265 1.557851 0.611131
C: 1.477048 0.981114 2.042326
O: 2.412272 -0.073902 2.349292
C: 1.908349 -0.888910 3.394081
C: 0.864379 -1.932454 2.822077
O: -0.412200 -1.562525 3.325441
C: -1.418972 -2.525307 3.007275
C: -1.583279 -2.799044 1.476709
N: 1.897462 0.316695 -0.185717
C: 0.840937 0.118730 -0.910773
C: 0.618258 -1.040731 -1.844598
C: -0.874837 -1.527942 -1.945080
O: -1.484166 -1.194884 -3.193171
C: -0.108063 1.295583 -0.620469
C: -1.240971 1.571124 -1.659491
O: -2.393652 1.542639 -1.199020
O: -1.023962 1.770712 -2.880497
H: -3.084508 7.102134 -1.369559
H: -3.166986 5.338435 -1.580096
H: -4.266657 6.084512 -0.390747
H: -2.455514 6.241414 1.298088
H: -1.261894 6.543798 -0.053013
H: -1.528056 4.183888 -0.833808
H: -2.590590 3.839081 0.623884
H: -0.808835 4.513374 2.172014
H: 0.299956 5.075830 0.923865
H: 1.792979 4.424969 -0.411759
H: 3.580074 2.892077 -0.964262
H: 2.961249 3.694940 -2.423494
H: 2.498696 1.957679 -2.158546
H: 2.845705 2.025890 0.858040
H: 0.428366 0.626430 2.091041
H: 1.700915 1.790541 2.776245
H: 2.700407 -1.498457 3.888397
H: 1.442016 -0.295775 4.219997
H: 1.145073 -2.987056 3.053615
H: 0.884191 -1.768125 1.711533
H: -1.215813 -3.451484 3.599129
H: -2.396070 -2.141691 3.372639
H: -2.574913 -3.258019 1.298121
H: -1.544956 -1.821129 0.945567
H: -0.740799 -3.442923 1.130702
H: 2.691619 -0.319233 -0.154908
H: 0.916490 -0.710709 -2.871666
H: 1.287026 -1.922438 -1.612163
H: -1.505046 -1.114541 -1.127732
H: -0.865411 -2.641128 -1.923025
H: -1.111909 -0.354148 -3.522433
H: -0.667483 0.921666 0.273174
C: 0.427082 -5.709385 -2.601544
Cl: 1.061974 -4.553435 -1.424487
Cl: -1.122847 -6.355261 -2.057256
Cl: 0.264002 -4.951191 -4.187149
H: 1.130366 -6.530930 -2.685680
C: 4.590655 -5.359010 0.212354
Cl: 4.967012 -3.956876 -0.796278
Cl: 3.460147 -4.914594 1.496491
Cl: 3.934445 -6.672896 -0.768841
H: 5.509866 -5.704041 0.672305
C: -5.193031 -0.269130 2.923178
Cl: -4.030769 -0.561786 1.626726
Cl: -6.734930 -1.053717 2.566115
Cl: -4.559756 -0.826696 4.478317
H: -5.363147 0.799583 2.991014
C: -4.905461 -7.574875 -2.789925
Cl: -4.556368 -9.253383 -3.216801
Cl: -6.627980 -7.232372 -2.969228
Cl: -4.369645 -7.227692 -1.141963
H: -4.357363 -6.929971 -3.468335
C: 6.460003 4.604429 -0.753256
Cl: 5.586469 4.859193 0.762661
Cl: 6.344029 2.915122 -1.258269
Cl: 5.840973 5.673424 -2.013970
H: 7.505459 4.840112 -0.588586

Cartesian forces (eV/Å) of the 6 atoms listed first:
C 0.287 -0.068 0.191
C -0.014 -0.653 -1.539
C 0.404 1.906 0.600
C -1.666 0.371 0.608
O 0.069 1.402 -1.148
C 2.011 -2.889 0.098

Atomic partial charges in e from the Mulliken method, atoms 1 to 8: -1.07, -0.53, -0.02, -0.69, -0.27, 1.79, 0.28, -1.14

***

Which of these has the highest charge? C23H37AsBrN3OTl